1.
The following is a DFT calculation (ωB97M-V with the def2-TZVPD basis set) of the ion C4H11NO with charge +1.

Each line ends with the Mulliken spin population.
Element x y z (Å)
C1 0.757 0.505 2.110  0.014
N1 0.103 -0.179 0.986  0.775
C2 0.419 -1.605 0.992  0.023
C3 0.318 0.459 -0.330  0.024
C4 -0.478 -0.074 -1.535  0.018
O1 -1.086 0.979 -2.211  0.005
H1 0.293 0.247 3.060  0.015
H2 1.798 0.178 2.168  0.043
H3 0.755 1.581 1.965  -0.001
H4 1.367 -1.691 0.453  0.036
H5 -0.264 -2.106 0.292  0.015
H6 0.338 -2.102 1.949  -0.001
H7 1.369 0.384 -0.618  0.037
H8 0.046 1.498 -0.145  -0.002
H9 -1.178 -0.902 -1.380  -0.002
H10 0.258 -0.513 -2.210  -0.001
H11 -2.051 0.969 -2.208  0.000

Cartesian forces (eV/Å) of the 2 atoms listed first:
C -0.68 0.59 0.08
N 3.26 -0.71 -0.18

As for the spin multiplicity: 2. Its charge is +1. The value obtained for the maximum force is 3.34 eV Å⁻¹. As for the HOMO-LUMO gap (alpha / beta): 11.915 / 6.980 eV. For the total energy, the calculation gives -7854.65312 eV. The LUMO energy (alpha / beta) comes out at -2.85 / -7.77 eV.


2.
The following is a DFT calculation (ωB97M-V with the def2-TZVPD basis set) of a structure of composition C14H9BrF6N2O4PdS2.

Each line ends with the Löwdin charge.
Element x y z (Å)
Pd1 -0.366 -0.193 1.015  0.913
Br1 2.598 -0.259 0.351  1.051
C1 2.793 -0.223 2.190  -0.520
C2 4.156 -0.190 2.637  -0.021
C3 4.476 -0.089 3.958  0.036
C4 3.437 -0.033 4.901  0.124
C5 2.096 -0.094 4.494  -0.148
C6 1.101 -0.012 5.478  0.145
C7 -0.274 -0.047 5.143  0.039
C8 -0.623 -0.178 3.839  0.018
C9 0.358 -0.200 2.757  -0.136
C10 1.744 -0.196 3.115  -0.196
H1 4.929 -0.235 1.879  0.126
H2 5.507 -0.047 4.282  0.146
H3 3.671 0.064 5.955  0.153
H4 1.396 0.067 6.518  0.155
H5 -1.023 0.009 5.922  0.146
H6 -1.667 -0.243 3.555  0.106
F1 -4.277 0.585 2.443  0.181
C11 -3.894 -0.181 1.440  -0.679
F2 -4.927 -0.625 0.764  0.202
F3 -3.180 -1.217 1.927  0.105
S1 -2.848 0.805 0.259  0.655
O1 -2.058 -0.138 -0.539  -0.329
O2 -3.718 1.726 -0.354  -0.169
N1 -1.757 1.453 1.309  -0.339
S2 -0.886 2.731 0.665  0.635
O3 -1.686 3.722 0.055  -0.187
O4 0.251 2.156 0.007  -0.326
C12 -0.289 3.483 2.248  -0.669
F4 -1.299 3.817 3.020  0.188
F5 0.496 2.599 2.915  0.107
F6 0.436 4.538 1.937  0.192
C13 -0.106 -4.660 -0.264  0.002
C14 -0.173 -3.309 0.247  -0.141
N2 -0.276 -2.234 0.626  0.104
H7 0.116 -5.351 0.549  0.108
H8 0.668 -4.719 -1.028  0.109
H9 -1.075 -4.904 -0.702  0.115

Cartesian forces (eV/Å) of the 2 atoms listed first:
Pd -1.75 -0.64 0.16
Br -0.07 0.07 0.37

Its charge is +2. The value obtained for the maximum force is 1.87 eV Å⁻¹. As for the HOMO-LUMO gap (alpha / beta): 4.744 / 4.749 eV. For the total energy, the calculation gives -137310.20464 eV. The LUMO energy (alpha / beta) comes out at -11.32 / -11.31 eV.


3.
The following is a DFT calculation (ωB97M-V with the def2-TZVPD basis set) of a structure of composition C19H26Cl8F4O15.

Each line ends with the Löwdin charge.
Element x y z (Å)
C1 -3.299 5.513 -2.480  -0.052
O1 -2.159 5.731 -1.697  0.031
C2 -1.285 4.759 -1.651  -0.624
O2 -1.425 3.649 -2.088  0.107
O3 -0.203 5.237 -1.051  0.019
C3 0.892 4.352 -0.897  -0.042
H1 -3.004 5.381 -3.527  0.106
H2 -3.924 6.392 -2.411  0.099
H3 -3.857 4.610 -2.233  0.044
H4 1.652 4.891 -0.334  0.102
H5 1.344 4.065 -1.848  0.105
H6 0.627 3.449 -0.349  0.039
C4 1.692 -4.499 -0.484  -0.069
C5 2.969 -4.641 -1.304  -0.288
O4 2.569 -4.275 -2.601  0.129
C6 1.208 -4.338 -2.695  -0.573
O5 0.608 -4.295 -3.681  0.219
O6 0.655 -4.423 -1.461  0.070
F1 3.423 -5.943 -1.325  0.049
H7 1.695 -3.564 0.075  0.091
H8 1.614 -5.303 0.246  0.145
H9 3.794 -4.002 -0.992  0.158
C7 0.363 -1.488 4.431  -0.075
C8 1.102 -2.734 4.920  -0.279
O7 2.078 -2.943 3.918  0.121
C9 2.233 -1.794 3.199  -0.651
O8 3.100 -1.601 2.424  0.173
O9 1.247 -0.909 3.487  0.004
F2 0.291 -3.813 4.990  0.075
H10 0.108 -0.803 5.237  0.147
H11 -0.580 -1.766 3.956  -0.022
H12 1.613 -2.627 5.878  0.166
C10 -1.339 0.555 -3.288  -0.055
C11 -0.349 1.459 -4.010  -0.302
O10 -0.341 1.017 -5.327  0.138
C12 -1.159 -0.073 -5.486  -0.551
O11 -1.284 -0.655 -6.501  0.191
O12 -1.800 -0.342 -4.336  0.073
F3 0.919 1.281 -3.480  0.020
H13 -2.199 1.089 -2.893  0.119
H14 -0.899 -0.112 -2.560  0.088
H15 -0.538 2.522 -3.927  0.141
C13 -2.486 -2.079 2.667  0.007
C14 -2.369 -2.502 1.221  -0.291
O13 -1.055 -2.945 1.138  0.179
C15 -0.340 -2.324 2.124  -0.421
O14 0.827 -2.395 2.241  0.172
O15 -1.163 -1.627 2.931  0.051
F4 -2.535 -1.412 0.419  0.025
H16 -2.739 -2.924 3.309  0.160
H17 -3.178 -1.265 2.845  0.133
H18 -3.068 -3.275 0.917  0.180
C16 -4.082 1.306 0.047  -1.060
Cl1 -4.896 2.780 -0.457  0.571
Cl2 -5.112 0.260 1.002  0.557
H19 -3.812 0.788 -0.866  0.012
H20 -3.180 1.541 0.596  -0.007
C17 1.132 0.330 0.437  -0.935
Cl3 1.821 -0.744 -0.774  0.603
Cl4 -0.472 0.906 -0.073  0.639
H21 1.074 -0.188 1.385  0.000
H22 1.777 1.197 0.513  0.008
C18 5.588 -0.417 0.150  -1.019
Cl5 4.627 1.041 -0.158  0.502
Cl6 6.004 -1.251 -1.331  0.530
H23 6.497 -0.119 0.655  0.025
H24 4.987 -1.021 0.816  0.000
C19 -0.346 3.459 2.362  -1.082
Cl7 -1.276 4.886 2.795  0.547
Cl8 -0.259 2.271 3.661  0.550
H25 -0.789 2.999 1.486  -0.044
H26 0.675 3.716 2.100  0.023

Cartesian forces (eV/Å) of the 2 atoms listed first:
C -0.67 -0.50 -1.40
O -0.18 0.73 0.54

The value obtained for the maximum force is 7.95 eV Å⁻¹. As for the HOMO-LUMO gap: 10.216 eV. For the total energy, the calculation gives -161882.45740 eV. The LUMO energy comes out at -0.06 eV.


4.
The following is a DFT calculation (ωB97M-V with the def2-TZVPD basis set) of the molecule C6H9FO.

Each line ends with the natural charge from an NBO analysis.
Element x y z (Å)
C1 1.882 -0.398 0.029  -0.653
C2 0.557 -0.357 -0.796  -0.247
C3 -0.742 0.699 -0.502  -0.344
C4 -0.566 1.599 0.740  -0.655
C5 -1.693 -0.417 -0.295  0.568
C6 -0.509 -1.461 -0.284  0.102
H1 2.862 0.209 -0.544  0.229
H2 1.758 0.024 1.059  0.234
H3 2.103 -1.587 0.335  0.242
H4 0.546 -0.588 -1.897  0.223
H5 -1.139 1.256 -1.411  0.253
H6 -0.909 1.161 1.821  0.251
H7 0.564 2.022 0.710  0.230
H8 -1.029 2.752 0.654  0.235
H9 -0.530 -2.453 -0.627  0.178
O1 -2.840 -0.689 -0.024  -0.483
F1 -0.315 -1.771 1.032  -0.362

Cartesian forces (eV/Å) of the 2 atoms listed first:
C 1.79 -0.72 -0.44
C -3.25 -1.06 0.65

The value obtained for the maximum force is 4.25 eV Å⁻¹. As for the HOMO-LUMO gap: 9.988 eV. For the total energy, the calculation gives -11128.99786 eV. Its structure (SMILES) is C[C@@H]1[C@H](C)C(=O)[C@@H]1F. The LUMO energy comes out at 0.50 eV.


5.
The following is a DFT calculation (ωB97M-V with the def2-TZVPD basis set) of the molecule C16H15NO3S2.

Each line ends with the natural charge from an NBO analysis.
Element x y z (Å)
O1 -1.131 -1.291 -2.847  -0.956
S1 -1.068 -0.606 -1.584  2.158
O2 -2.316 -0.432 -0.888  -0.957
C1 -0.284 1.023 -1.901  -0.684
C2 -1.336 2.000 -2.345  -0.510
H1 -0.888 2.890 -2.790  0.240
H2 -1.999 1.526 -3.072  0.243
S2 -2.453 2.636 -1.023  0.291
C3 -2.011 1.815 0.431  0.390
N1 -0.841 1.426 0.829  -0.567
C4 -1.064 0.896 2.082  0.141
C5 -0.204 0.305 2.997  -0.250
C6 -0.753 -0.122 4.191  -0.212
C7 -2.110 0.030 4.473  -0.217
C8 -2.980 0.619 3.572  -0.226
C9 -2.433 1.043 2.378  0.219
O3 -3.017 1.645 1.310  -0.411
H3 -4.030 0.739 3.782  0.229
H4 -2.492 -0.322 5.419  0.218
H5 -0.115 -0.586 4.927  0.216
H6 0.847 0.192 2.786  0.219
H7 0.430 0.837 -2.700  0.257
H8 0.212 1.337 -0.988  0.288
C10 0.096 -1.490 -0.477  -0.676
C11 1.464 -1.344 -1.035  0.028
C12 1.835 -2.068 -2.163  -0.222
C13 3.089 -1.895 -2.722  -0.203
C14 3.985 -1.000 -2.159  -0.211
C15 3.621 -0.276 -1.037  -0.198
C16 2.366 -0.443 -0.480  -0.240
H9 2.081 0.126 0.393  0.215
H10 4.316 0.423 -0.595  0.215
H11 4.964 -0.869 -2.594  0.216
H12 3.368 -2.460 -3.598  0.217
H13 1.130 -2.754 -2.606  0.230
H14 -0.023 -1.032 0.500  0.254
H15 -0.256 -2.519 -0.467  0.258

Cartesian forces (eV/Å) of the 2 atoms listed first:
O 0.30 -0.18 -0.35
S 0.17 -0.02 0.18

The value obtained for the maximum force is 1.33 eV Å⁻¹. As for the HOMO-LUMO gap: 9.036 eV. For the total energy, the calculation gives -46138.00891 eV. Its structure (SMILES) is O=S(=O)(CCSc1nc2ccccc2o1)Cc1ccccc1. The LUMO energy comes out at 0.58 eV.